No. 1
An isolated molecule of C5H13NSi, computed with ωB97M-V/def2-TZVPD.

* Kohn-Sham gap: 9.577 eV
* SMILES: C/C=N/[Si](C)(C)C
* ΔE to the lowest compared entry with this formula, charge and spin: 16.8 kcal per mole
* lowest unoccupied orbital energy: 0.89 eV
* largest force on an atom: 4.31 eV Å⁻¹
* 2S+1: 1
* E: -542.54248 a.u.
* HOMO level: -8.7 eV
* M: 115.3 g/mol

The geometry in XYZ format:
```
20
Properties=species:S:1:pos:R:3:forces:R:3
C -3.467 0.220 -0.063 -1.2 -0.3 -1.5
C -2.054 -0.294 -0.039 -1.9 -2.1 0.7
N -0.990 0.314 0.030 2.2 1.2 0.0
Si 0.764 0.017 0.066 -0.2 1.6 -1.4
C 1.342 1.013 -1.584 2.5 -1.0 1.7
C 1.498 -1.753 0.002 3.1 2.0 -2.2
C 1.475 0.838 1.647 1.5 -1.2 -1.9
H -3.984 -0.111 0.819 -0.1 -0.8 0.5
H -3.628 1.286 0.014 0.4 0.5 -0.7
H -4.065 -0.259 -0.955 1.2 1.1 1.6
H -2.146 -1.406 0.063 0.5 0.1 -0.3
H 1.482 0.293 -2.391 -0.1 -0.1 -0.1
H 0.697 1.779 -1.938 -0.8 0.6 0.0
H 2.402 1.500 -1.451 -1.9 -0.9 0.0
H 1.183 -2.407 0.746 -0.5 -1.2 1.4
H 1.560 -2.300 -0.999 -0.5 0.9 1.3
H 2.655 -1.460 0.206 -2.5 -0.9 -0.3
H 1.114 0.290 2.479 -0.7 0.1 1.2
H 2.542 0.539 1.623 -0.2 -0.3 -0.2
H 1.621 1.899 1.724 -1.0 0.5 0.2
```
Forces are in eV/Å.

No. 2
A cluster of 2 separate species, C3H4O2S in total, computed with ωB97M-V/def2-TZVPD.

* Kohn-Sham gap: 9.926 eV
* SMILES: O=C=CC=O.S
* ΔE to the lowest compared entry with this formula, charge and spin: 43.6 kcal per mole
* lowest unoccupied orbital energy: 0.01 eV
* largest force on an atom: 5.13 eV Å⁻¹
* 2S+1: 1
* E: -665.31617 a.u.
* HOMO level: -9.9 eV
* M: 104.1 g/mol

The geometry in XYZ format:
```
10
Properties=species:S:1:pos:R:3:forces:R:3
O -2.895 2.009 1.250 0.0 0.4 0.7
C -2.435 1.538 0.322 0.8 -1.6 -2.6
C -2.031 1.011 -0.881 -2.6 4.4 -0.4
C -1.477 -0.244 -1.161 0.4 -1.5 2.1
O -1.498 -0.825 -2.210 0.3 -0.1 -0.5
H -2.477 1.683 -1.738 0.9 -1.4 1.6
H -1.085 -0.687 -0.184 0.0 -0.3 -1.0
S 1.728 -0.878 1.693 0.2 -0.7 -0.4
H 1.061 -0.723 0.530 0.2 -0.1 0.2
H 2.233 -2.106 1.327 -0.4 0.8 0.2
```
Forces are in eV/Å.

No. 3
A structure of composition C4H8InO4, computed with ωB97M-V/def2-TZVPD.

* Kohn-Sham gap: 1.942 eV
* ΔE to the lowest compared entry with this formula, charge and spin: 112.9 kcal per mole
* lowest unoccupied orbital energy: -0.50 eV
* largest force on an atom: 5.46 eV Å⁻¹
* 2S+1: 1
* E: -647.87101 a.u.
* HOMO level: -2.4 eV
* M: 234.9 g/mol
* net charge: -1

The geometry in XYZ format:
```
17
Properties=species:S:1:pos:R:3:forces:R:3
In 1.178 -1.710 -2.864 -0.7 0.8 0.3
O -1.952 0.399 -4.592 -1.0 2.7 1.1
C -2.677 1.433 -3.941 1.2 -3.7 -0.5
C -2.115 2.062 -2.599 2.9 0.5 1.6
O -1.147 1.512 -1.768 -2.1 0.0 -1.6
H -3.572 0.955 -3.543 -0.6 -0.4 0.3
H -3.076 2.278 -4.503 0.5 0.3 -0.7
H -2.931 2.587 -2.104 -0.9 -0.7 0.7
H -1.653 2.975 -2.974 0.9 0.5 -0.9
O 1.740 -1.336 1.747 1.8 -1.0 3.1
C 2.319 -1.922 2.910 -1.3 0.0 -4.3
C 2.233 -1.233 4.324 -0.2 5.2 1.7
O 2.720 0.102 4.439 -0.7 -3.8 -0.6
H 3.376 -2.180 2.831 0.6 0.6 -0.3
H 1.816 -2.883 3.021 -0.3 -0.3 0.7
H 2.585 -1.875 5.131 0.7 -0.5 -0.3
H 1.157 -1.164 4.486 -0.6 -0.1 -0.3
```
Forces are in eV/Å.